1.
Below is a molecular structure, C19H45F7N4NbO2S, with properties calculated with ωB97M-V/def2-TZVPD.

Structure (XYZ):
```
79
Properties=species:S:1:pos:R:3
Nb 2.81 -4.66 -1.10
S 0.99 -6.04 -0.07
F -2.54 -2.49 -1.85
F -0.32 -2.24 -0.85
F -0.48 -5.40 -2.60
F -0.57 -2.85 -3.14
F -1.65 -6.40 0.21
F -0.94 -4.32 1.10
F -2.65 -5.06 -1.67
O 0.95 -7.40 -0.84
O 1.38 -6.39 1.39
N 6.50 -5.05 -1.30
N -4.27 5.72 -0.49
N 2.92 -3.57 0.79
N 0.45 1.95 1.82
C -1.78 5.82 -1.08
C 3.98 -2.49 0.75
C -0.72 2.83 1.82
C -1.20 -4.65 -1.51
C 2.59 1.33 2.97
C -0.49 -0.41 2.15
C -0.73 -5.22 -0.06
C 5.66 -6.33 -1.35
C -2.90 6.00 -0.06
C -4.59 4.31 -0.68
C 4.32 -6.24 -0.40
C 0.22 0.61 1.26
C -4.09 3.63 -1.96
C -1.83 2.52 2.83
C 1.23 2.01 3.06
C -6.25 6.55 -1.80
C 3.74 -1.34 -0.40
C -4.74 6.64 -1.54
C -1.15 -3.05 -1.76
H 1.41 3.07 3.30
H -4.54 7.67 -1.22
H -4.21 6.48 -2.48
H -6.82 6.71 -0.88
H 6.32 -7.23 -0.97
H 2.64 -1.34 -0.85
H -0.11 -0.41 3.17
H -0.37 3.85 2.00
H -4.63 2.69 -2.12
H -2.42 1.66 2.53
H -2.51 3.38 2.88
H -6.53 5.59 -2.23
H 3.94 -0.23 -0.02
H -1.16 2.86 0.82
H -6.54 7.33 -2.52
H 6.18 -4.43 -0.51
H 1.19 0.19 0.97
H -2.86 7.04 0.30
H -2.67 5.40 0.83
H -1.56 4.77 -1.25
H 1.69 -3.46 -1.85
H 4.63 -6.13 0.72
H 4.47 -1.54 -1.30
H -0.86 6.28 -0.70
H -5.68 4.19 -0.64
H 3.15 1.50 3.90
H 6.43 -4.52 -2.21
H -0.33 -1.42 1.74
H 2.51 0.25 2.84
H -1.56 -0.24 2.17
H 0.68 1.58 3.90
H -3.03 3.38 -1.90
H 5.41 -6.53 -2.50
H 3.19 1.74 2.14
H 3.30 -4.30 1.46
H 3.95 -1.92 1.80
H 5.06 -2.96 0.68
H -1.44 2.35 3.84
H -4.25 4.25 -2.85
H -2.01 6.29 -2.04
H 2.72 -5.60 -2.68
H 3.75 -7.28 -0.51
H 4.20 -3.71 -1.82
H -4.23 3.73 0.18
H -0.32 0.70 0.31
```

Properties
**Kohn-Sham gap**: 6.63 eV
**Net charge**: -1
**Highest occupied orbital energy**: -5.6 eV
**LUMO**: 1.1 eV

Mulliken atomic charge list, values in e, 5 entries:
1. Nb -0.65
2. S 1.00
3. F -0.28
4. F -0.04
5. F -0.23



2.
Below is a molecular structure, C19H45I2NOP3Ru, with properties calculated with ωB97M-V/def2-TZVPD.

Structure (XYZ):
```
72
Properties=species:S:1:pos:R:3
I -0.03 2.64 -2.95
I -0.17 -1.21 -6.13
Ru 0.02 0.18 -1.99
P 0.00 -0.02 1.51
P 2.30 0.32 -2.31
P -2.25 0.23 -2.58
O 0.28 -2.55 -3.38
N 0.03 0.47 -0.10
C 1.63 -2.31 1.82
C -2.73 0.52 -4.31
C 0.19 -1.88 1.50
C -0.22 -2.41 0.10
C 1.39 1.00 2.22
C -0.67 -2.58 2.57
C 2.93 0.33 -4.02
C -1.82 0.06 3.69
C -2.75 -0.17 1.36
C 1.39 0.89 3.75
C -2.99 1.65 -1.66
C -1.81 2.00 2.11
C 3.17 -1.09 -1.54
C 0.16 -1.47 -2.96
C 1.21 2.46 1.78
C -3.21 -1.24 -2.10
C 2.75 0.53 1.68
C 3.02 1.82 -1.56
C -1.65 0.47 2.21
H -0.40 -3.65 2.51
H 3.15 -0.33 2.23
H -3.10 2.49 -2.36
H 4.09 1.65 -1.34
H 2.35 1.30 4.11
H 2.53 1.20 -4.56
H 2.91 2.68 -2.23
H 2.19 2.96 1.81
H -4.27 -0.96 -2.15
H 2.34 -1.96 1.07
H 2.50 2.07 -0.62
H 0.83 2.53 0.76
H 1.93 -2.00 2.83
H -2.17 -0.22 -4.92
H 3.47 1.36 1.82
H -0.90 0.18 4.28
H -3.71 0.26 1.68
H -1.24 -2.82 0.07
H -2.94 -1.56 -1.08
H -2.81 -1.26 1.49
H -1.25 2.54 2.88
H 0.56 3.01 2.46
H -2.43 1.53 -4.64
H 1.64 -3.41 1.80
H 4.03 0.35 -4.03
H 0.52 -3.14 -0.28
H -2.58 0.71 4.13
H -2.59 0.07 0.30
H -2.98 -2.04 -2.82
H -3.82 0.37 -4.46
H 2.69 0.31 0.61
H 1.35 -0.16 4.08
H 4.15 -0.75 -1.16
H 0.59 1.47 4.21
H -2.17 -0.97 3.81
H -1.74 -2.52 2.39
H -1.54 2.35 1.12
H -0.42 -2.24 3.58
H -3.97 1.34 -1.26
H -2.33 1.96 -0.84
H 2.55 -0.57 -4.52
H -2.88 2.23 2.27
H 3.32 -1.84 -2.34
H 2.59 -1.55 -0.74
H -0.21 -1.60 -0.65
```

Properties
**Multiplicity**: 5
**Kohn-Sham gap (alpha / beta)**: 6.07 / 4.59 eV
**Net charge**: +3
**Energy above the lowest of the compared OMol25 structures with the same formula, charge and spin**: 1.265 eV
**Highest occupied orbital energy (alpha / beta)**: -18.0 / -17.8 eV
**LUMO (alpha / beta)**: -12.0 / -13.2 eV

Mulliken atomic charge list, values in e, 5 entries:
1. I 0.45
2. I 0.19
3. Ru -0.57
4. P 0.12
5. P 1.12